The following is a quantum chemistry calculation of 5 unconnected molecules or ions with the total composition C25H49BNO17 at a distorted geometry, from the OMol25 dataset.

Properties
* LUMO: -3.30 eV
* charge: +1

CARTESIAN COORDINATES (ANGSTROEM)
O: 0.91599 4.79338 2.45701
H: -2.58754 3.39634 0.19030
H: 4.26321 -0.84987 1.40733
H: 4.76743 -6.27596 -4.58493
H: -0.16559 8.23703 1.56258
O: 4.10142 -5.90973 -7.12657
H: -2.79227 -0.51000 0.35268
C: 2.96194 -2.58332 2.00117
H: -2.01000 -2.70605 -0.69179
H: 3.37653 -6.65615 -3.56406
C: -3.55954 5.14666 -1.51143
C: 0.05089 5.73507 5.29146
C: 1.56974 5.77528 2.71322
C: 3.67884 -6.29572 -4.54560
H: -3.19021 0.77676 -0.54340
H: 2.57903 -2.13381 -2.00744
H: -3.57236 6.39437 9.35626
H: 0.01559 6.65996 0.78541
C: 3.23239 4.49893 3.71519
O: 2.91078 -7.77702 -7.58709
O: 1.75985 -0.52605 1.14748
C: -3.35173 -5.01450 -1.16609
H: 0.51404 -2.51505 -2.99049
H: -0.78934 -0.50021 0.85534
C: 1.08876 -4.45154 -2.35641
C: 3.45443 -6.86455 -6.78324
H: 0.85791 -0.54457 -1.41756
H: -1.74806 3.24973 -1.38696
H: -5.95637 6.17001 -1.86550
O: -2.05391 6.17707 8.01638
C: -2.51031 -0.09192 -0.68802
C: -0.96264 -0.29830 -0.22142
H: -0.94202 4.00967 -0.00887
H: 4.21767 -7.58310 -9.19489
H: -4.56234 -4.90067 0.70249
O: -3.93449 -5.47631 -2.06522
B: 1.96052 -1.88754 0.95424
H: 2.72178 -6.60335 -9.29535
C: -0.00595 7.17724 1.74425
H: -5.05895 -3.87045 -0.63331
O: -3.88969 6.40401 -1.80416
C: -1.75015 5.96752 6.73415
H: 3.27107 -5.29379 -4.68825
H: -3.92816 7.03776 7.74702
C: 1.39581 -2.83975 -0.20789
C: -1.89983 3.87403 -0.50783
O: 3.15462 -7.19333 -5.51899
O: 1.24394 7.03432 2.42222
C: -4.17209 -4.26131 -0.10742
H: 1.13777 5.74311 5.32407
H: 2.02920 0.03270 0.40360
H: 2.54628 4.01832 4.41279
H: 0.71002 -5.39699 -1.93010
O: -4.20888 4.16384 -1.76623
H: 5.16430 -2.32848 1.74645
H: -0.28378 6.53483 4.63158
H: -0.27938 4.76613 4.91889
O: -1.98253 -5.19633 -1.17297
C: -1.11606 -3.05908 -0.14915
H: 4.46488 -1.35761 3.09319
H: 2.49599 -2.74559 2.98756
O: 2.74970 5.78821 3.33920
H: -0.29712 -5.15596 -0.03029
H: -3.92573 5.27010 8.03646
C: 2.56012 -2.96906 -1.28332
H: 3.26107 -3.56574 1.57496
C: -0.07951 -1.09950 -1.30327
O: 2.43488 -4.25650 -1.85633
O: -2.37938 5.16202 -0.88359
H: 3.38424 3.87357 2.83559
C: 4.29213 -1.73485 2.07307
C: 3.15043 -7.55363 -8.97900
C: -3.45527 6.21980 8.28940
H: 1.34955 -3.84422 0.25242
C: -1.25007 -4.60637 -0.10125
H: -5.11689 6.02361 -3.44095
H: 1.18731 -4.65282 -3.44358
H: -5.29467 7.60318 -2.66424
C: 0.14134 -3.23442 -2.23843
H: -1.12817 -2.73520 0.90698
H: -3.68186 -3.39034 0.36007
H: 2.66124 -8.35658 -9.52477
O: -0.41850 5.95154 6.62093
C: -5.13998 6.54237 -2.48325
O: -1.33891 0.97629 -0.60086
N: 0.09770 -2.53521 -0.87101
H: -0.82331 6.80551 2.36246
H: 4.18959 4.64309 4.21060
H: -0.76484 -1.01587 -2.15939
O: -2.53708 5.81859 5.83452
H: -0.88598 -3.45378 -2.57930
H: 3.48699 -2.93906 -0.68245
H: -1.77754 -4.85491 0.84284

Forces on the atoms, in the same order (eV/Å):
O 0.12 0.06 -0.01
H -0.05 -0.02 -0.11
H -0.05 -0.38 0.38
H -0.05 0.14 -0.10
H 0.25 0.01 0.12
O -0.09 -0.04 0.12
H 0.17 1.32 0.17
C 0.42 0.05 -1.33
H 0.58 0.28 0.34
H -0.10 -0.19 -0.14
C -0.02 0.15 -0.01
C 0.09 -0.14 -0.13
C 0.08 0.23 -0.15
C 0.07 0.10 0.26
H -0.69 -0.73 -1.60
H -0.07 -0.35 0.18
H 0.24 0.00 -0.02
H -0.05 -0.09 0.10
C 0.20 -0.21 0.12
O 0.01 0.06 0.17
O 0.23 -0.57 -0.90
C -0.17 0.55 1.14
H -0.07 -0.09 0.69
H -0.18 0.30 -0.69
C 0.07 -0.86 -0.55
C -0.03 -0.14 -0.14
H -0.03 -0.66 -0.22
H -0.17 0.02 0.02
H 0.06 -0.12 -0.06
O 0.09 -0.03 -0.10
C 0.25 -0.56 1.94
C 0.00 1.06 -3.08
H -0.07 0.24 0.00
H -0.03 0.14 0.06
H 0.46 -0.02 -0.40
O -1.02 -1.12 -2.07
B 0.59 0.14 1.57
H 0.13 0.03 0.07
C -0.38 0.12 -0.21
H 0.48 -0.30 0.09
O 0.10 -0.13 0.06
C 0.03 0.04 0.12
H 0.17 0.02 -0.10
H 0.01 -0.12 -0.10
C 1.30 0.72 0.27
C 0.22 -0.20 0.08
O -0.06 -0.01 0.00
O 0.10 -0.18 0.07
C 0.23 0.71 0.43
H -0.05 0.10 0.29
H -0.49 0.11 0.24
H -0.05 -0.04 -0.13
H 0.00 0.58 0.03
O 0.10 0.04 0.05
H -0.42 0.18 0.35
H -0.11 -0.09 0.02
H -0.13 0.11 -0.05
O 0.31 1.03 0.81
C -0.46 -1.02 0.29
H 0.05 -0.18 -0.46
H 0.23 0.07 -0.33
O -0.06 -0.03 -0.05
H -0.32 0.41 -0.18
H 0.01 0.08 -0.13
C -0.53 -0.47 1.49
H -0.43 0.21 0.58
C -2.23 1.96 2.40
O -0.64 0.97 -0.33
O -0.02 0.09 0.00
H -0.14 -0.01 0.03
C -0.19 0.12 0.09
C 0.02 -0.03 -0.38
C -0.31 0.03 0.16
H -0.25 0.44 -0.38
C -0.15 -0.52 0.92
H -0.03 -0.10 0.10
H -0.24 0.18 0.49
H 0.21 0.00 0.11
C 0.62 -0.50 -1.23
H 0.20 0.29 -0.64
H -0.08 -0.45 -0.08
H -0.05 -0.06 0.23
O -0.05 0.02 0.06
C -0.31 0.14 -0.17
O 1.48 -2.17 2.40
N -0.30 -0.43 -2.36
H 0.05 -0.13 -0.09
H -0.06 0.22 -0.05
H 0.77 -0.34 0.04
O 0.09 0.00 0.06
H 0.48 -0.21 0.42
H -0.17 -0.15 -0.62
H 0.30 0.31 -0.39